Entry 1:
DFT (wB97M-V/def2-TZVPD) results for 2 unconnected molecules or ions with the total composition C2H9N2S.

Computed properties:
Orbital gap = 9.961 eV
Charge = +1
HOMO energy = -13.21 eV

CARTESIAN COORDINATES (ANGSTROEM)
S  -2.039  -0.110  -2.284
H  -0.920  -0.768  -2.615
H  -2.513  -1.166  -1.603
C  1.071  -0.265  0.224
C  0.281  0.391  1.073
N  -0.811  1.237  0.569
N  2.202  -0.949  0.568
H  0.890  -0.195  -0.841
H  0.409  0.417  2.143
H  -0.565  2.229  0.597
H  -1.098  0.995  -0.405
H  -1.656  1.118  1.131
H  2.264  -1.266  1.526
H  2.486  -1.667  -0.082

Here are the natural (NBO) charges for atoms 1 to 4, given in e: number 1, S, carries -0.267; number 2, H, carries 0.158; number 3, H, carries 0.168; number 4, C, carries 0.061

Entry 2:
DFT (wB97M-V/def2-TZVPD) results for C24H29NO3 in the gas phase.

Computed properties:
Orbital gap = 9.580 eV
Charge = 0
SMILES = C(#CCN1CCOCC1)COCCCOC(c1ccccc1)c1ccccc1
HOMO energy = -8.85 eV

CARTESIAN COORDINATES (ANGSTROEM)
C  -3.362  -1.059  0.945
C  -2.419  -1.583  1.471
C  -1.242  -2.207  2.048
N  -0.179  -2.311  1.055
C  -0.548  -3.196  -0.040
C  0.580  -3.207  -1.070
O  1.780  -3.669  -0.493
C  2.153  -2.840  0.582
C  1.062  -2.776  1.652
C  -4.485  -0.430  0.260
O  -4.435  -0.519  -1.150
C  -3.559  0.382  -1.789
C  -2.091  -0.047  -1.734
C  -1.147  1.065  -2.195
O  0.208  0.813  -1.906
C  0.552  0.794  -0.524
C  2.057  0.712  -0.395
C  2.878  0.568  -1.503
C  4.251  0.479  -1.346
C  4.815  0.536  -0.084
C  3.998  0.683  1.026
C  2.628  0.771  0.872
C  0.051  2.020  0.211
C  0.501  3.279  -0.168
C  0.049  4.409  0.488
C  -0.854  4.291  1.532
C  -1.306  3.040  1.914
C  -0.858  1.908  1.255
H  -1.522  -3.196  2.458
H  -0.875  -1.587  2.874
H  -1.470  -2.831  -0.495
H  -0.715  -4.227  0.322
H  0.348  -3.893  -1.886
H  0.722  -2.192  -1.469
H  3.067  -3.268  0.998
H  2.361  -1.825  0.216
H  1.367  -2.074  2.433
H  0.938  -3.778  2.103
H  -4.550  0.626  0.573
H  -5.409  -0.944  0.548
H  -3.663  1.383  -1.341
H  -3.905  0.428  -2.825
H  -1.943  -0.942  -2.341
H  -1.855  -0.299  -0.702
H  -1.182  1.173  -3.282
H  -1.460  2.018  -1.742
H  0.128  -0.106  -0.043
H  2.431  0.523  -2.483
H  4.882  0.365  -2.215
H  5.886  0.467  0.037
H  4.432  0.730  2.014
H  1.990  0.885  1.737
H  1.205  3.362  -0.984
H  0.402  5.385  0.187
H  -1.206  5.174  2.047
H  -2.012  2.943  2.727
H  -1.219  0.932  1.549

Here are the natural (NBO) charges for atoms 1 to 4, given in e: number 1, C, carries -0.033; number 2, C, carries -0.002; number 3, C, carries -0.295; number 4, N, carries -0.432

Entry 3:
DFT (wB97M-V/def2-TZVPD) results for 3 unconnected molecules or ions with the total composition C8H8Br2.

Computed properties:
Orbital gap = 9.712 eV
Charge = 0
SMILES = Brc1ccccc1.C#C.Br
HOMO energy = -9.17 eV

CARTESIAN COORDINATES (ANGSTROEM)
Br  2.018  2.008  0.787
C  0.386  1.090  0.167
C  0.229  0.580  -1.134
C  -1.052  0.125  -1.504
C  -2.090  0.262  -0.657
C  -1.956  0.819  0.611
C  -0.686  1.356  0.956
H  1.078  0.295  -1.659
H  -1.048  -0.223  -2.604
H  -3.076  -0.111  -1.007
H  -2.839  1.342  1.106
H  -0.620  2.021  1.867
C  0.545  -1.977  1.447
C  1.553  -1.515  1.027
H  -0.410  -2.381  1.845
H  2.641  -1.293  0.775
Br  5.240  -0.601  -0.843
H  5.638  -1.398  -1.928

Here are the natural (NBO) charges for atoms 1 to 4, given in e: number 1, Br, carries 0.006; number 2, C, carries -0.013; number 3, C, carries -0.234; number 4, C, carries -0.203

Entry 4:
DFT (wB97M-V/def2-TZVPD) results for 2 unconnected molecules or ions with the total composition C2H6N2.

Computed properties:
Orbital gap (alpha / beta) = 10.815 / 3.554 eV
2S+1 = 2
<S²> = 0.76
Charge = +1
HOMO energy (alpha / beta) = -15.46 / -13.69 eV

CARTESIAN COORDINATES (ANGSTROEM)
C  -1.426  -0.887  -2.102
N  -0.508  -0.633  -1.235
H  -2.125  -0.027  -2.332
H  -1.560  -1.903  -2.506
H  -0.293  -1.524  -0.783
C  1.391  0.703  1.980
N  0.423  1.501  1.894
H  1.608  0.197  2.946
H  2.092  0.539  1.155
H  0.399  2.034  0.984

Here are the natural (NBO) charges for atoms 1 to 4, given in e: number 1, C, carries 0.011; number 2, N, carries -0.506; number 3, H, carries 0.221; number 4, H, carries 0.215

Entry 5:
DFT (wB97M-V/def2-TZVPD) results for C2H5NO2 in the gas phase.

Computed properties:
Orbital gap = 10.742 eV
Charge = 0
SMILES = NCC(=O)O
HOMO energy = -10.14 eV

CARTESIAN COORDINATES (ANGSTROEM)
N  1.052  -0.419  -0.481
C  0.079  0.637  -0.138
C  -1.111  0.045  0.611
O  -2.117  0.664  0.807
O  -0.937  -1.215  1.014
H  1.997  -0.044  -0.555
H  0.844  -0.751  -1.420
H  0.541  1.411  0.461
H  -0.317  1.137  -1.023
H  -0.032  -1.465  0.725

Here are the natural (NBO) charges for atoms 1 to 4, given in e: number 1, N, carries -0.859; number 2, C, carries -0.353; number 3, C, carries 0.767; number 4, O, carries -0.575

Entry 6:
DFT (wB97M-V/def2-TZVPD) results for a molecular structure, C9H18AlNO.

Computed properties:
Orbital gap = 6.875 eV
Charge = +2
HOMO energy = -17.76 eV

CARTESIAN COORDINATES (ANGSTROEM)
Al  -0.289  1.422  4.421
C  -0.768  -2.337  1.111
C  -0.088  -1.352  0.134
C  -1.193  -1.227  -0.930
C  -0.974  0.033  -1.821
C  -0.802  1.345  -1.031
C  0.287  1.240  0.141
N  0.140  -0.054  0.895
O  0.930  -0.141  1.916
C  0.015  2.394  1.131
C  1.633  1.425  -0.526
C  1.186  -1.959  -0.422
H  -0.031  -2.586  1.876
H  -1.210  -3.211  0.636
H  -1.635  -1.943  1.646
H  -2.222  -1.052  -0.607
H  -1.268  -2.130  -1.533
H  -1.622  0.307  -2.654
H  -0.064  -0.157  -2.400
H  -1.783  1.525  -0.587
H  -0.482  2.180  -1.650
H  0.887  2.642  1.738
H  -0.785  2.182  1.847
H  -0.344  3.241  0.550
H  1.608  2.419  -0.975
H  1.813  0.746  -1.359
H  2.554  1.403  0.057
H  1.602  -1.268  -1.152
H  0.972  -2.954  -0.809
H  1.933  -2.136  0.353

Here are the natural (NBO) charges for atoms 1 to 4, given in e: number 1, Al, carries 0.997; number 2, C, carries -0.621; number 3, C, carries 0.085; number 4, C, carries -0.439

- Which value of charge does entry 4 give?
  +1

Repeat the first record exactly.
DFT (wB97M-V/def2-TZVPD) results for 2 unconnected molecules or ions with the total composition C2H9N2S.

Computed properties:
Orbital gap = 9.961 eV
Charge = +1
HOMO energy = -13.21 eV

CARTESIAN COORDINATES (ANGSTROEM)
S  -2.039  -0.110  -2.284
H  -0.920  -0.768  -2.615
H  -2.513  -1.166  -1.603
C  1.071  -0.265  0.224
C  0.281  0.391  1.073
N  -0.811  1.237  0.569
N  2.202  -0.949  0.568
H  0.890  -0.195  -0.841
H  0.409  0.417  2.143
H  -0.565  2.229  0.597
H  -1.098  0.995  -0.405
H  -1.656  1.118  1.131
H  2.264  -1.266  1.526
H  2.486  -1.667  -0.082

Here are the natural (NBO) charges for atoms 1 to 4, given in e: number 1, S, carries -0.267; number 2, H, carries 0.158; number 3, H, carries 0.168; number 4, C, carries 0.061